Molecular formula: C30H37Cl7F6MnN7O8P
Method: DFT, ωB97M-V with the def2-TZVPD basis set

Output
expectation value of S² = 8.753
E_HOMO (alpha / beta) = -9.517 / -9.517 eV
spin multiplicity = 6
net charge = 0
HOMO-LUMO gap (alpha / beta) = 8.6354 / 8.3757 eV

Geometry as XYZ:
```
97
Properties=species:S:1:pos:R:3:forces:R:3:mulliken_charge:R:1
Mn 17.841577 -26.385505 20.211658 -0.84 -0.73 -0.89 0.666
Cl 16.428400 -29.559111 19.091109 -1.64 -0.05 -2.15 1.877
O 17.263866 -28.370583 19.105035 1.34 1.77 0.31 -0.864
O 15.743480 -29.563201 17.809687 0.60 -0.18 0.75 -0.686
O 17.239718 -30.704017 19.252351 0.85 -0.72 0.08 -0.648
O 15.487822 -29.445353 20.137245 -0.84 0.13 1.31 -0.715
P 20.892248 -26.761155 18.238439 1.86 -0.29 -3.48 1.172
F 21.238441 -25.154065 18.281832 -0.38 -0.97 0.87 -0.248
F 19.931857 -26.470943 16.947846 0.22 -0.03 1.01 -0.251
F 22.146756 -26.975847 17.192626 -0.43 0.06 1.17 -0.332
F 20.517520 -28.337045 18.087303 0.33 0.50 0.92 -0.425
F 21.879646 -27.047949 19.555109 -1.38 0.39 -1.19 -0.312
F 19.591437 -26.561035 19.208571 0.75 0.12 0.48 0.486
N 19.555043 -21.414981 19.358525 -0.16 0.83 0.41 -0.054
C 20.773312 -21.483192 18.765212 -0.32 1.33 1.03 -0.395
C 21.838107 -20.650138 19.142631 -0.85 0.78 1.00 -0.410
C 21.603371 -19.698755 20.176043 -0.12 -1.30 -0.62 -0.428
C 20.353834 -19.625101 20.775524 -0.62 -1.05 -0.25 -0.509
C 19.315833 -20.482439 20.329385 2.51 -0.85 -0.80 -0.501
H 20.888534 -22.192312 17.958820 -0.06 -0.27 0.05 0.575
H 22.833744 -20.733273 18.732509 -0.07 -0.21 -0.20 0.339
H 22.416459 -19.120169 20.588972 0.11 0.13 -0.19 0.391
H 20.227313 -19.063890 21.689549 -0.20 0.43 -0.15 0.447
H 18.385249 -20.539069 20.874557 -0.27 0.06 -0.31 0.515
N 24.673932 -22.730554 18.523118 -0.12 -1.04 -0.50 -0.541
C 24.247441 -24.046174 18.513291 2.44 0.85 -2.47 -0.309
C 24.697329 -24.924769 17.478926 -0.85 1.49 1.06 0.225
C 25.436411 -24.422649 16.401440 1.15 -0.12 0.91 -0.379
C 25.903164 -23.103139 16.410512 -1.50 0.44 1.97 -0.554
C 25.486254 -22.290807 17.520307 -0.67 -2.04 -0.61 -0.294
H 23.654152 -24.485959 19.301319 -0.16 0.58 0.29 0.477
H 24.412190 -25.960857 17.586752 0.05 -0.11 -0.41 0.177
H 25.880447 -25.137905 15.724931 -0.37 0.02 -0.49 0.402
H 26.535165 -22.662677 15.653570 0.01 -0.22 -0.09 0.431
H 25.827528 -21.266600 17.550884 -0.10 0.15 0.30 0.372
N 17.205675 -25.245178 18.445754 -2.19 1.31 -2.36 0.352
C 17.794856 -24.065730 18.046410 -1.58 -0.01 -0.05 -0.420
C 17.144327 -23.110388 17.200970 1.23 -1.36 0.88 -0.671
C 15.914740 -23.415070 16.647023 0.91 1.17 -0.42 -0.318
C 15.396246 -24.648863 16.823414 0.41 -2.20 1.55 -0.705
C 16.018598 -25.532531 17.751543 0.92 0.84 -0.37 -0.280
H 18.776758 -23.879529 18.455798 0.02 0.20 0.02 0.394
H 17.687004 -22.226998 16.898436 0.00 0.11 0.31 0.538
H 15.412515 -22.737465 15.972462 0.11 0.25 -0.01 0.398
H 14.552464 -24.939250 16.215056 -0.17 -0.38 0.38 0.441
H 15.610499 -26.528763 17.837511 0.10 -0.16 0.47 0.368
N 18.635453 -24.674441 21.299665 1.13 1.05 1.60 0.603
C 19.984836 -24.552147 21.393581 0.70 1.34 0.41 -0.287
C 20.637858 -23.535858 22.128701 -0.89 -0.03 -0.90 -1.019
C 19.877522 -22.574642 22.765547 0.16 -0.37 0.66 -0.123
C 18.515669 -22.756719 22.834610 -0.75 -0.92 -1.10 -0.896
C 17.944185 -23.807868 22.090514 0.34 0.48 -0.19 -0.461
H 20.683196 -25.142891 20.819376 -0.61 -0.62 -0.27 0.407
H 21.702385 -23.374067 22.044990 0.10 -0.44 -0.01 0.503
H 20.325855 -21.734979 23.275802 0.17 0.06 -0.08 0.434
H 17.880931 -22.043129 23.338884 -0.12 -0.15 0.09 0.465
H 16.868005 -23.894461 22.063166 -0.13 -0.12 -0.01 0.448
N 18.368298 -27.717981 21.795748 -0.05 -2.03 3.13 0.451
C 19.330931 -28.661517 21.610584 -0.20 0.76 -0.17 -0.091
C 19.819673 -29.522571 22.589778 -0.61 0.02 1.55 -0.901
C 19.284975 -29.483756 23.887141 -0.70 0.65 -1.32 -0.262
C 18.232246 -28.562157 24.112235 1.14 -1.05 0.10 -0.671
C 17.813581 -27.763319 23.096450 0.15 0.34 -2.24 -0.404
H 19.749686 -28.753943 20.619368 -0.06 0.22 -0.22 0.355
H 20.587925 -30.256852 22.397367 -0.01 0.09 -0.48 0.475
H 19.573505 -30.228188 24.614449 0.15 0.21 0.20 0.418
H 17.702475 -28.493021 25.050831 0.05 -0.16 0.07 0.407
H 16.882420 -27.254599 23.297782 0.13 0.74 -0.46 0.390
C 25.057234 -27.727459 20.859416 0.39 -0.01 0.39 -0.621
N 26.483378 -27.415173 20.649076 1.93 1.41 -1.18 0.895
O 26.968888 -27.623683 19.530819 -0.70 -0.09 1.47 -0.515
O 27.099094 -26.863509 21.566544 -0.88 -0.99 -0.85 -0.545
H 24.707803 -26.888879 21.461746 -0.36 -0.30 -0.13 0.271
H 25.099555 -28.642881 21.449595 -0.49 0.00 -0.07 0.368
H 24.571217 -27.845101 19.890891 0.04 -0.01 0.30 0.150
C 23.661582 -29.121138 15.216472 0.79 -1.05 -0.73 -0.329
N 24.199063 -28.353199 14.009796 -1.18 -0.69 -0.70 0.872
O 24.640900 -28.976124 13.050966 0.16 -0.21 1.20 -0.568
O 23.938483 -27.181749 13.952263 0.20 1.10 0.57 -0.503
H 22.677804 -29.464836 14.896871 -0.12 0.38 0.13 0.128
H 23.644376 -28.583810 16.164663 0.01 0.37 -0.57 0.055
H 24.273932 -30.021256 15.270524 0.08 0.15 0.16 0.346
C 21.059042 -31.542031 18.477055 -0.57 0.20 -0.42 0.302
Cl 20.484063 -32.529961 19.852288 0.19 0.42 -0.55 -0.170
Cl 22.769787 -31.048801 18.680547 -0.74 -0.16 -0.23 -0.164
H 20.874884 -32.052654 17.531827 0.76 -0.69 0.30 0.371
H 20.412342 -30.679727 18.314865 0.31 0.32 0.94 -0.340
C 18.553116 -29.193924 15.394709 0.72 -0.92 0.64 0.581
Cl 17.538761 -27.849892 15.073207 -1.03 0.79 0.19 -0.131
Cl 19.657707 -29.371778 14.044262 0.78 -0.38 -0.55 -0.203
H 19.156957 -29.032251 16.287642 -0.22 0.25 -0.10 -0.671
H 18.022562 -30.140189 15.500499 -0.32 0.37 -0.07 0.385
C 21.753657 -23.792225 15.472040 0.18 0.03 -0.90 0.792
Cl 22.287656 -22.696606 14.153843 0.86 -0.16 0.34 -0.197
Cl 20.019878 -23.825932 15.247058 -0.88 -0.18 0.79 -0.135
H 22.103134 -24.811407 15.307051 0.24 0.27 -0.05 -0.081
H 22.095271 -23.411378 16.434509 -0.31 0.03 -0.17 -0.377
```
Forces are in eV/Å.

Molecular formula: C30H37F4O3P2
Method: DFT, ωB97M-V with the def2-TZVPD basis set

Output
energy above the lowest of the compared OMol25 structures with the same formula, charge and spin = 14.0 kJ/mol
E_HOMO = -10.202 eV
net charge = +1
HOMO-LUMO gap = 6.7166 eV

Geometry as XYZ:
```
76
Properties=species:S:1:pos:R:3:forces:R:3:mulliken_charge:R:1
C 6.804295 -1.739089 2.545369 0.12 -0.15 -0.04 -0.950
C 6.735429 -2.308089 1.143505 0.31 -0.37 0.16 -0.252
O 6.671867 -1.332584 0.072509 -0.29 -0.06 0.52 -0.416
P 5.693606 -0.107273 0.081519 -0.07 0.02 -1.16 0.905
O 5.394068 0.411432 -1.256138 0.02 0.12 0.04 -0.760
C 6.558608 1.227804 0.989242 -0.29 -0.12 0.17 -1.053
C 6.195295 2.584698 0.343323 0.12 -0.14 0.57 -0.532
P 5.971777 3.842776 1.607420 -0.02 -0.21 -0.28 0.060
O 4.405630 -0.575621 0.883363 0.57 0.08 0.46 -0.214
C 3.733709 0.339212 1.756052 -0.59 0.18 0.20 0.122
C 2.323123 -0.158683 1.976998 0.06 0.13 0.02 -1.302
H 5.840588 -1.414912 2.928076 -0.06 0.19 -0.04 0.217
H 7.548648 -0.947128 2.609017 -0.01 0.13 0.03 0.248
H 7.154617 -2.533138 3.202218 -0.03 -0.07 0.07 0.420
H 5.911721 -3.008593 1.042309 -0.20 0.09 -0.10 0.268
H 7.649916 -2.862610 0.957835 0.07 0.03 -0.21 0.363
H 7.621492 1.029749 0.882395 0.10 0.02 -0.01 0.473
H 6.331523 1.171986 2.055596 0.01 0.05 0.06 0.521
H 5.265029 2.502297 -0.216344 0.01 0.15 -0.26 0.380
H 6.986371 2.930286 -0.315804 -0.04 0.02 -0.21 0.563
H 6.120228 5.131281 1.100683 -0.01 0.11 0.11 0.195
H 4.707287 3.767658 2.181000 -0.09 0.03 0.06 0.177
H 6.864772 3.658903 2.657482 0.13 0.17 0.05 0.192
H 3.681757 1.335210 1.302279 0.11 0.03 -0.15 0.130
H 4.270293 0.440623 2.702493 0.18 -0.25 0.01 0.366
H 1.703102 0.126526 1.136176 -0.15 -0.17 -0.08 0.137
H 1.895887 0.268144 2.881780 0.02 0.09 0.06 0.430
H 2.321194 -1.239792 2.079107 -0.01 -0.10 0.01 0.325
F 0.290869 -0.691399 -0.437038 -0.01 0.02 -0.01 -0.171
C 0.322862 -0.454127 -1.776244 0.05 0.01 -0.10 0.551
C 1.543710 -0.213321 -2.372197 0.10 0.02 0.11 -0.552
C 1.569455 0.038893 -3.735899 -0.05 0.02 -0.03 -0.433
C 0.389799 0.051817 -4.467661 0.01 0.00 -0.02 -0.660
C -0.821095 -0.196127 -3.837972 0.07 -0.03 -0.05 -0.513
C -0.862107 -0.460112 -2.477425 -0.13 -0.03 0.07 -0.541
H 2.452377 -0.222782 -1.782232 0.00 -0.02 -0.02 0.526
H 2.515476 0.226507 -4.225246 0.02 0.00 0.01 0.433
H 0.415048 0.255758 -5.529128 0.00 0.00 -0.01 0.387
H -1.741000 -0.180323 -4.405392 -0.02 0.00 0.00 0.418
H -1.793945 -0.663138 -1.965926 0.01 -0.01 0.01 0.574
F -3.937290 -2.477141 1.386891 0.08 -0.05 0.00 -0.270
C -3.071680 -3.267498 0.712348 0.02 -0.04 -0.04 0.473
C -1.752593 -2.877557 0.626807 0.07 0.14 0.08 -0.588
C -0.864413 -3.684611 -0.067892 -0.04 -0.08 -0.04 -0.212
C -1.306206 -4.856337 -0.665953 0.00 -0.01 0.00 -0.761
C -2.641661 -5.223642 -0.565981 0.05 0.03 0.00 -0.265
C -3.539384 -4.427313 0.130405 -0.11 -0.04 0.00 -0.473
H -1.433215 -1.955766 1.093206 -0.01 0.00 0.00 0.413
H 0.174343 -3.393033 -0.143480 0.01 0.03 -0.02 0.413
H -0.612168 -5.481458 -1.210784 0.00 -0.01 -0.01 0.400
H -2.989634 -6.134219 -1.034020 -0.01 -0.02 0.00 0.377
H -4.583025 -4.695738 0.224544 0.00 0.02 0.00 0.451
F -1.925762 2.598300 -3.059955 -0.01 0.05 -0.01 -0.211
C -2.332318 3.285230 -1.973325 -0.02 0.01 0.07 0.341
C -2.345945 2.645707 -0.749710 0.04 -0.10 0.02 -0.120
C -2.770061 3.354901 0.364699 0.00 0.05 -0.02 -0.501
C -3.172358 4.677634 0.243088 0.00 0.02 0.03 -0.554
C -3.148739 5.295914 -0.999335 0.01 -0.03 0.04 -0.361
C -2.723845 4.599957 -2.121665 0.01 0.06 -0.09 -0.551
H -2.036140 1.611584 -0.680538 0.01 0.00 -0.02 0.385
H -2.791917 2.868470 1.330785 -0.02 -0.02 0.00 0.380
H -3.509421 5.223519 1.113607 -0.01 0.00 0.00 0.384
H -3.468487 6.324225 -1.098968 0.00 0.02 -0.01 0.363
H -2.697535 5.061735 -3.099231 -0.01 -0.02 -0.01 0.432
F -9.974111 0.346882 2.232044 0.00 0.00 0.00 -0.316
C -9.032047 -0.208112 1.443465 0.04 -0.02 -0.04 0.384
C -9.287263 -0.340784 0.093740 -0.09 0.03 -0.06 -0.484
C -8.312487 -0.910106 -0.712055 0.04 -0.01 0.04 -0.343
C -7.111582 -1.338379 -0.163344 0.05 -0.02 -0.03 -0.598
C -6.880027 -1.196173 1.197733 -0.18 0.08 -0.05 -0.105
C -7.845928 -0.623457 2.013299 0.03 0.01 0.08 -0.636
H -10.232300 -0.004284 -0.310105 0.00 0.01 0.02 0.416
H -8.493803 -1.018617 -1.772872 -0.02 -0.01 -0.01 0.367
H -6.355228 -1.783885 -0.796405 0.01 0.00 0.00 0.417
H -5.950897 -1.531191 1.625986 0.08 -0.02 0.05 0.496
H -7.688152 -0.497475 3.075870 -0.03 0.00 0.00 0.424
```
Forces are in eV/Å.